A gas-phase ion, C5H11N2Si (charge +1) in a non-equilibrium geometry, computed with ωB97M-V with the def2-TZVPD basis set.

As for the total charge: +1. The value obtained for the energy relative to the best compared isomer or geometry (same formula, charge and spin) is 0.0 kJ/mol. For the HOMO energy (alpha / beta), the calculation gives -14.57 / -14.57 eV. As for the SMILES: [H]/N=[N+]1/C=CC[C@@]1(C)[SiH3]. The calculation puts the energy at -595.73963 Ha. The value obtained for the orbital gap (alpha / beta) is 8.967 / 8.967 eV.

```
19
Properties=species:S:1:pos:R:3:forces:R:3:mulliken_charge:R:1
C 2.1881 0.0073 -0.6175 1.1 -1.1 -1.1 -0.45
C 0.6389 1.3481 0.1763 -3.6 1.5 0.3 -0.66
H -1.0254 0.3849 -2.4058 0.3 1.4 -1.6 -0.08
H -0.9699 0.6191 1.8148 0.1 -1.6 0.0 0.36
Si -1.4099 -0.4221 -1.3517 1.2 0.2 1.4 0.45
H 3.0488 -0.3257 -1.1268 0.7 -1.1 0.0 0.51
N 1.2518 -2.0985 -0.1301 -0.4 2.5 0.3 -0.80
H 2.6640 2.0665 -0.3590 -0.5 -0.4 -0.6 0.43
H -1.5804 -0.9749 1.3766 -1.4 -0.9 -0.7 0.50
N 1.1341 -0.8144 -0.1978 0.3 -4.5 -0.2 0.72
H 0.6264 1.8053 1.1448 0.0 0.1 0.8 0.40
C -0.7124 -0.3927 1.3602 1.4 1.9 2.1 -1.75
H -0.0742 1.9182 -0.3989 0.2 1.3 -0.4 0.39
H -2.6950 -0.1352 -0.7764 -0.5 0.1 0.3 -0.03
C 1.9231 1.2561 -0.3712 2.1 1.6 0.2 -0.35
H 0.4097 -2.5460 0.3330 0.7 1.0 -0.7 0.30
C 0.0052 0.0007 0.1074 -1.4 -1.4 -0.6 0.66
H -1.1169 -1.7613 -1.7807 0.0 -0.9 0.2 -0.05
H 0.0168 -0.9330 1.9859 -0.3 0.4 0.4 0.45
```
Positions in Å, forces in eV/Å.

2 unconnected molecules or ions with the total composition C5H11N3 in a non-equilibrium geometry, computed with ωB97M-V with the def2-TZVPD basis set.

As for the expectation value of S²: 0.753. As for the total charge: -1. As for the spin multiplicity: 2. For the HOMO energy (alpha / beta), the calculation gives 0.36 / -3.98 eV. The calculation puts the energy at -361.23798 Ha. The value obtained for the orbital gap (alpha / beta) is 3.513 / 7.808 eV.

```
19
Properties=species:S:1:pos:R:3:forces:R:3:lowdin_spin:R:1
H -1.2058 1.3631 -2.1746 0.1 0.1 0.0 0.00
H 0.8518 1.4183 3.6417 -0.9 0.0 0.2 0.01
H 0.5693 -0.6842 1.9755 0.1 0.1 0.1 0.07
H 1.1158 -1.2529 -1.4606 -0.7 -1.3 -0.1 0.01
C 1.0547 2.0494 2.7965 0.9 0.2 -0.2 0.02
H -0.3592 0.6662 -0.9001 -0.1 -0.2 0.3 0.00
C -1.3240 -0.6298 -2.1650 0.7 0.0 1.6 0.00
N -1.0390 -1.7424 -1.5822 0.8 -0.9 -2.8 0.00
H 1.0992 2.1593 0.6731 0.4 1.1 -0.6 0.02
C -0.3300 -0.2816 1.5126 -0.7 -3.2 0.2 0.41
H -1.1007 -1.0396 1.2326 0.5 0.7 0.3 0.05
N -0.5426 1.0010 1.2874 2.0 2.5 -0.8 0.34
C 0.4203 -2.1602 -1.5352 -0.6 1.6 1.7 0.02
N -0.6936 0.5565 -1.8592 -0.2 0.1 -0.9 0.00
C 0.6264 1.8019 1.5563 -2.9 -1.5 0.9 0.04
H 1.7567 2.8318 3.0068 0.7 0.2 -0.2 0.00
H 0.6397 -2.7597 -2.4326 -0.1 0.2 0.2 0.00
H -2.1222 -0.5045 -2.9411 0.0 -0.2 0.9 0.00
H 0.5831 -2.7925 -0.6320 -0.1 0.5 -0.6 0.00
```
Positions in Å, forces in eV/Å.

A molecular structure, C5H11N3 in a non-equilibrium geometry, computed with ωB97M-V with the def2-TZVPD basis set.

As for the total charge: 0. The value obtained for the energy relative to the best compared isomer or geometry (same formula, charge and spin) is 756.4 kJ/mol. For the HOMO energy, the calculation gives -8.19 eV. The calculation puts the energy at -361.10128 Ha. The value obtained for the orbital gap is 8.971 eV.

```
19
Properties=species:S:1:pos:R:3:forces:R:3:mulliken_charge:R:1
H -0.1238 -1.4364 -0.8531 -0.1 -0.3 1.0 0.22
H 2.1040 -1.5880 0.1992 0.2 0.1 -0.3 0.21
H -2.8517 0.1570 1.4262 -0.1 -0.2 1.3 0.29
N -2.3505 -0.4080 0.7813 -4.9 -0.7 -1.2 -0.53
C -1.6346 0.3909 -0.1680 0.1 -1.1 -0.4 -0.27
H 2.5084 1.1586 -0.9638 -2.9 -3.2 -1.0 0.31
H 1.1487 1.0530 -2.2190 1.9 -3.1 3.8 0.31
C -1.0220 -0.5372 0.9329 2.4 3.0 1.4 -0.21
H -0.5746 1.7681 -1.3840 0.2 0.1 0.5 0.30
N 1.2873 -1.6841 0.7772 0.8 -2.9 1.9 -0.69
C -0.5636 1.4104 -0.3414 0.9 0.4 2.2 -0.82
C 0.1664 -1.0111 0.1469 -1.1 -3.9 -1.4 0.32
N 1.6932 0.3282 -1.2404 1.7 5.6 -2.6 -0.74
H -0.6853 2.3079 0.4081 0.9 -1.6 -1.4 0.22
H 1.3652 -2.6797 1.1893 -1.3 2.2 -1.3 0.22
H -1.6640 -0.1784 -1.0371 -0.2 -0.7 -1.8 0.35
C 0.7696 0.2648 -0.1339 -0.5 5.9 -0.4 -0.33
H 1.2226 0.3552 0.8729 0.6 1.5 -0.8 0.47
H -0.7953 0.3289 1.6065 1.5 -1.4 0.4 0.33
```
Positions in Å, forces in eV/Å.

A single C5H11N3 molecule in a non-equilibrium geometry, computed with ωB97M-V with the def2-TZVPD basis set.

As for the total charge: 0. The value obtained for the energy relative to the best compared isomer or geometry (same formula, charge and spin) is 224.8 kJ/mol. For the HOMO energy, the calculation gives -9.40 eV. As for the SMILES: [H]/N=C(N)/C(CCC)=N\[H]. The calculation puts the energy at -361.30377 Ha. The value obtained for the orbital gap is 10.169 eV.

```
19
Properties=species:S:1:pos:R:3:forces:R:3:mulliken_charge:R:1
C -0.6184 1.3497 -1.1015 -1.5 -3.4 0.2 -0.66
H -1.0365 -0.5726 -2.2810 -0.1 -0.2 0.1 0.34
N 0.4975 -1.3626 2.0089 0.0 -0.4 -0.1 -0.37
N 1.5212 -1.1470 -0.6476 -1.6 0.4 -0.3 -0.84
H 1.0144 -2.1216 1.5824 -0.2 0.3 0.4 0.13
C 0.7716 -0.2433 -0.1180 3.8 1.3 0.1 0.72
C 0.3046 -0.1966 1.3246 -0.5 -0.9 0.1 0.44
C 0.8243 1.1433 -0.7915 0.2 -1.1 0.8 -0.68
H -2.3487 -0.0367 -1.1953 -0.3 -0.1 -0.5 0.37
C -1.2923 -0.2972 -1.2580 -1.4 2.9 -1.2 -1.20
H 1.4317 1.0453 -1.6896 0.1 0.1 0.2 0.35
H 1.3365 -2.0981 -0.3397 0.3 -0.1 0.6 0.19
H 1.2007 1.8841 -0.0900 0.2 0.1 -0.2 0.30
H -0.4167 0.8225 2.7906 0.1 -0.2 0.0 0.20
H -0.8134 1.8011 -2.0706 -0.2 0.1 0.1 0.37
H -1.1589 1.7723 -0.2607 0.0 0.3 -0.3 0.35
H -1.2841 -1.2004 -0.6486 1.0 0.5 0.6 0.40
N -0.1799 0.8760 1.8031 -0.1 0.3 -0.3 -0.61
H 0.2464 -1.4182 2.9827 0.1 -0.1 -0.2 0.20
```
Positions in Å, forces in eV/Å.

A gas-phase ion, C5H11N3 (charge +2) in a non-equilibrium geometry, computed with ωB97M-V with the def2-TZVPD basis set.

As for the total charge: +2. The value obtained for the energy relative to the best compared isomer or geometry (same formula, charge and spin) is 325.7 kJ/mol. For the HOMO energy, the calculation gives -20.00 eV. As for the SMILES: NC(=[NH2+])C[NH+]=C1CC1. The calculation puts the energy at -360.67869 Ha. The value obtained for the orbital gap is 11.696 eV.

```
19
Properties=species:S:1:pos:R:3:forces:R:3:mulliken_charge:R:1
H -3.2555 -0.6492 1.1022 0.3 -1.2 0.4 0.28
H -0.8257 -1.3755 0.9367 0.1 -0.2 0.2 0.38
C 1.3661 -0.3816 -0.1350 2.7 0.7 1.9 0.39
H -3.2874 0.9019 0.6804 -0.6 1.2 0.1 0.26
N 0.4911 -1.0869 -0.6411 -3.6 -3.1 -3.9 -0.17
H 3.0915 0.5288 -1.1473 -0.7 0.6 0.1 0.29
H -1.4418 -2.0979 -0.5224 0.4 0.7 -0.1 0.46
H -0.5686 1.0718 -1.4823 -0.3 0.0 0.1 0.27
C -1.7371 0.0340 -0.1652 -0.2 2.9 0.8 0.61
C 1.7893 0.6264 0.8241 -2.0 1.2 1.4 -0.41
H 0.6823 -1.6625 -1.5586 -0.2 1.3 2.3 0.37
H -1.5948 2.1347 -0.5757 -0.2 -1.4 -0.3 0.27
H 1.1881 1.5740 0.8468 1.0 -0.6 -0.6 0.24
N -2.7045 0.1050 0.7542 0.5 0.6 -1.8 -0.35
C -0.9310 -1.1917 -0.1294 1.4 -1.5 0.0 -0.58
H 1.9045 0.3585 1.8918 0.4 -0.3 -0.7 0.28
N -1.3302 1.1508 -0.8145 -0.2 -0.8 0.8 -0.37
C 2.7063 0.0736 -0.2300 3.6 -0.4 -0.3 -0.52
H 3.6892 -0.4544 0.1219 -2.3 0.2 -0.2 0.30
```
Positions in Å, forces in eV/Å.

A gas-phase ion, C5H11N3 (charge +2) in a non-equilibrium geometry, computed with ωB97M-V with the def2-TZVPD basis set.

As for the total charge: +2. The value obtained for the energy relative to the best compared isomer or geometry (same formula, charge and spin) is 322.2 kJ/mol. For the HOMO energy, the calculation gives -20.60 eV. As for the SMILES: Cc1[nH][n+](C)c[n+]1C. The calculation puts the energy at -360.68002 Ha. The value obtained for the orbital gap is 11.473 eV.

```
19
Properties=species:S:1:pos:R:3:forces:R:3:mulliken_charge:R:1
H 2.5357 -1.3324 0.1273 -1.0 -0.1 0.5 0.38
H -2.9718 -1.1386 -0.1586 -0.9 0.3 -0.3 0.35
H -3.1227 0.1460 -1.3625 0.3 0.1 -0.6 0.38
H -3.6256 0.4601 0.2912 0.9 0.2 0.3 0.32
H -1.0700 1.8824 -0.9989 0.2 0.8 -0.7 0.51
H 2.1530 2.1609 0.2376 -0.4 -0.8 -0.7 0.34
C -2.8866 -0.0566 -0.3368 -1.3 -2.2 0.8 -0.68
N -0.6866 -0.8060 0.5515 -0.4 -0.8 -0.3 0.01
N -1.4719 0.0847 -0.0736 1.8 2.5 -0.4 0.14
C 0.5891 -0.5567 0.4158 1.1 2.2 0.2 0.65
C 1.6786 -1.4327 0.8652 0.8 0.8 -3.7 -1.29
H 1.4274 -2.4498 0.8197 -0.6 -1.4 0.4 0.42
C 1.8729 1.3830 -0.5325 3.1 1.2 0.0 -0.69
H 2.7414 0.6292 -0.5469 -1.3 1.3 -0.3 0.29
H -1.0514 -1.4931 1.1662 -0.7 -1.1 0.4 0.30
C -0.6749 1.0113 -0.5432 2.8 -0.9 2.0 -0.29
H 1.7417 1.9111 -1.5057 0.1 -0.7 0.7 0.33
N 0.6978 0.7052 -0.1385 -5.4 -2.1 -1.1 0.12
H 2.1238 -1.1078 1.7229 0.9 0.7 2.8 0.42
```
Positions in Å, forces in eV/Å.

A single C5H11N3O molecule in a non-equilibrium geometry, computed with ωB97M-V with the def2-TZVPD basis set.

As for the total charge: 0. The value obtained for the energy relative to the best compared isomer or geometry (same formula, charge and spin) is 332.2 kJ/mol. For the HOMO energy, the calculation gives -8.73 eV. As for the SMILES: C=C(C)N(O)/C(N)=N/C. The calculation puts the energy at -436.52049 Ha. The value obtained for the orbital gap is 9.600 eV.

```
20
Properties=species:S:1:pos:R:3:forces:R:3:mulliken_charge:R:1
C -2.3254 1.2216 0.4336 0.1 -0.3 -0.1 -1.02
H -2.3385 1.3735 1.5186 -0.1 0.0 0.0 0.35
H 1.9471 1.0407 1.3978 0.0 0.0 0.0 0.27
H -2.4573 2.1849 -0.0673 0.1 -0.1 0.2 0.29
H 2.7844 -0.4838 1.0699 -0.3 0.0 0.0 0.29
H 2.3131 1.1651 -1.9806 -0.1 0.0 0.2 0.30
N -1.4002 -1.3994 1.2307 -0.3 -0.4 -0.2 -0.42
H -1.0822 -2.3589 1.1647 -0.3 0.1 0.2 0.26
N 0.4902 -1.0214 -0.0514 0.5 0.5 0.5 -0.05
N -1.0779 0.6267 -0.0079 -0.3 -1.1 0.2 -0.36
C -0.7673 -0.5760 0.3516 -0.7 2.5 0.3 0.36
H 3.2374 0.9484 0.1818 -0.4 0.1 -0.1 0.38
H -3.1913 0.6092 0.1538 -0.1 -0.1 0.1 0.31
C 2.3775 0.4205 0.6053 0.0 0.0 0.3 -1.25
H 0.0290 -1.5268 -1.7890 0.2 -0.9 0.2 0.36
C 1.4884 0.5162 -1.7085 -0.8 0.1 1.5 -1.17
O 0.3440 -2.0428 -1.0111 -0.3 0.8 -1.0 -0.40
H 0.6807 0.4506 -2.4283 0.2 -0.5 -0.2 0.24
H -2.3863 -1.2376 1.3666 0.0 -0.2 0.0 0.25
C 1.3344 0.0892 -0.4304 2.4 -0.7 -2.1 1.00
```
Positions in Å, forces in eV/Å.

A gas-phase ion, C5H11N3O (charge +2) in a non-equilibrium geometry, computed with ωB97M-V with the def2-TZVPD basis set.

As for the total charge: +2. The value obtained for the energy relative to the best compared isomer or geometry (same formula, charge and spin) is 491.7 kJ/mol. For the HOMO energy, the calculation gives -19.38 eV. As for the SMILES: [H]/N=C/[NH+]=C\[N+](O)=C(C)C. The calculation puts the energy at -435.78896 Ha. The value obtained for the orbital gap is 8.548 eV.

```
20
Properties=species:S:1:pos:R:3:forces:R:3:mulliken_charge:R:1
C 1.8169 -0.9975 0.6688 0.8 -0.8 0.2 -1.03
H -0.6379 2.7418 0.2473 -0.1 -0.6 -1.0 0.39
H -1.3673 -1.7628 1.3428 -0.7 1.4 -0.8 0.28
H 1.3283 -1.3889 -1.9377 -1.3 1.8 1.0 0.38
N 0.4473 0.9995 0.2551 0.6 0.8 0.7 0.41
H -2.4890 1.4508 -0.9013 0.2 0.3 0.5 0.29
C -2.1076 -0.1150 0.2768 -1.0 -3.7 0.5 -0.05
H 2.7862 -1.2348 0.0895 -1.3 1.0 0.5 0.38
C 0.7919 -0.3367 -0.1577 -0.7 0.2 1.2 0.70
H 2.0047 -0.3323 1.5659 0.0 -1.7 -0.9 0.40
H -3.1538 -0.2402 0.0380 -0.6 -0.8 1.1 0.44
C -0.6290 1.6764 -0.0870 0.3 0.8 1.7 -0.09
H 1.0988 2.3963 1.5959 -0.7 -0.1 -0.5 0.40
H 0.0890 -0.0444 -2.3170 0.5 -0.2 1.6 0.38
H -0.2469 -1.6537 -1.6788 0.3 1.2 1.2 0.40
O 1.3407 1.5454 1.1792 0.5 -0.7 -0.9 -0.42
H 1.5266 -2.1000 0.8434 0.0 1.6 0.2 0.38
N -1.7698 1.0200 -0.3154 1.1 3.5 -2.8 -0.06
N -1.2519 -0.8826 0.7761 1.2 -1.1 0.5 -0.38
C 0.4228 -0.7415 -1.4840 0.8 -2.9 -4.1 -1.18
```
Positions in Å, forces in eV/Å.

A single C5H11N3O2 molecule in a non-equilibrium geometry, computed with ωB97M-V with the def2-TZVPD basis set.

As for the total charge: 0. The value obtained for the energy relative to the best compared isomer or geometry (same formula, charge and spin) is 268.9 kJ/mol. For the HOMO energy, the calculation gives -8.50 eV. As for the SMILES: C/N=C(/NC)[C@@H](O)C(N)=O. The calculation puts the energy at -511.80380 Ha. The value obtained for the orbital gap is 9.009 eV.

```
21
Properties=species:S:1:pos:R:3:forces:R:3:mulliken_charge:R:1
H -2.5704 0.1230 1.6920 0.0 0.1 -0.3 0.28
N -0.8174 -1.2190 -0.0706 -0.1 0.6 0.0 -0.66
C 0.7991 0.5640 -0.7939 1.0 0.1 -0.4 0.16
H -3.1744 1.6447 0.9717 0.1 -0.2 0.0 0.34
C -0.5093 0.0208 -0.1954 0.1 -0.8 0.2 0.57
C 1.8231 0.7860 0.3128 -2.2 1.1 4.0 0.33
H 0.5272 -2.1777 -1.4524 -0.1 0.0 0.2 0.27
H 0.9260 -2.3600 0.2769 -0.2 0.0 -0.2 0.22
N 2.5062 -0.2059 0.8828 0.3 1.0 0.9 -0.48
H 2.6343 0.4145 1.9022 0.7 -2.7 -3.0 0.37
O 0.6334 1.8185 -1.4036 -0.1 0.3 -0.3 -0.59
H -3.2739 0.1096 0.0599 0.2 0.1 0.2 0.28
C 0.0928 -2.2752 -0.4412 0.3 -0.2 0.0 -0.86
H -1.0857 1.9480 0.0520 0.0 -0.2 0.1 0.28
N -1.3659 0.9903 0.2036 0.2 0.4 -0.3 -0.13
H 2.8858 -0.8914 0.2410 0.7 -0.4 1.0 0.24
H 0.1665 1.7056 -2.2364 -0.1 0.0 0.0 0.33
O 1.6959 1.7141 1.1545 -0.5 0.7 -2.1 -0.70
H -0.4407 -3.2352 -0.4191 0.1 0.3 0.0 0.31
H 1.2088 -0.1750 -1.4958 -0.2 0.1 0.0 0.33
C -2.6613 0.7004 0.7591 -0.3 -0.2 0.2 -0.88
```
Positions in Å, forces in eV/Å.

A single C5H11N3O2 molecule in a non-equilibrium geometry, computed with ωB97M-V with the def2-TZVPD basis set.

As for the total charge: 0. The value obtained for the energy relative to the best compared isomer or geometry (same formula, charge and spin) is 498.6 kJ/mol. For the HOMO energy, the calculation gives -9.12 eV. As for the SMILES: CCOC(=O)N(C)/N=N\C. The calculation puts the energy at -511.71632 Ha. The value obtained for the orbital gap is 9.940 eV.

```
21
Properties=species:S:1:pos:R:3:forces:R:3:mulliken_charge:R:1
N -1.0117 0.7007 0.0048 0.0 0.9 -0.3 0.42
H 2.9018 -0.1165 1.2731 0.4 -0.3 0.1 0.37
C 2.8398 -0.3758 -0.8845 1.0 1.9 -2.3 -0.81
O 1.0863 0.3359 0.6969 0.1 -1.4 -1.3 -0.39
C -2.7851 -1.2968 0.5492 1.3 -2.3 1.0 -0.52
H -0.2034 2.6029 -0.7581 0.3 -0.7 0.1 0.31
H -1.6645 2.6803 0.0678 -2.1 0.4 -0.2 0.37
H -0.3601 2.4354 1.0665 0.0 -0.7 -1.5 0.28
N -2.9102 -0.4541 -0.5930 -1.0 -0.5 -0.7 -0.37
H 2.0087 -1.6318 0.6719 0.2 2.0 0.2 0.26
H -2.7942 -0.6503 1.4984 0.2 -1.1 -1.2 0.24
C 2.2572 -0.5158 0.5036 0.0 -1.3 0.6 -0.24
H 2.4143 -1.2276 -1.5910 1.0 2.1 1.3 0.24
N -2.1288 0.4098 -0.9102 0.2 0.6 -0.1 -0.18
C -0.7805 2.1333 0.0474 1.8 0.7 2.0 -0.92
H 2.4155 0.8217 -1.2606 1.6 -3.8 0.7 0.17
H -1.6780 -1.8275 0.3248 -3.0 1.1 1.2 0.23
C 0.0385 -0.1572 0.0058 -1.7 -2.1 0.4 0.70
O -0.1204 -1.3266 -0.4114 1.6 2.1 0.5 -0.72
H -3.6377 -2.1313 0.5962 1.8 2.2 -0.3 0.26
H 4.1124 -0.4087 -0.8976 -3.9 0.2 0.0 0.29
```
Positions in Å, forces in eV/Å.